1.
{"formula": "C2H25FeO17P", "method": "wB97M-V/def2-TZVPD", "mol_weight_g_mol": 408.02, "homo_energy_ev": [0.80, 0.81], "multiplicity": 5, "total_energy_ha": -2975.5133, "s2": 6.019, "orbital_gap_ev": [2.53, 2.52], "charge": -2, "species": ["Fe", "P", "O", "O", "O", "O", "O", "O", "O", "O", "O", "O", "O", "O", "O", "O", "O", "O", "O", "C", "C", "H", "H", "H", "H", "H", "H", "H", "H", "H", "H", "H", "H", "H", "H", "H", "H", "H", "H", "H", "H", "H", "H", "H", "H", "H"], "xyz": [[-3.148, 0.045, -0.388], [-3.918, 1.174, -2.604], [-2.961, 1.052, -3.772], [-3.149, -1.918, 0.387], [1.945, -1.813, 3.726], [-0.763, 1.024, 3.550], [2.436, 0.933, 3.159], [-5.324, 1.665, -2.941], [-1.393, -1.868, -3.277], [-3.339, 1.831, -1.260], [0.929, 0.483, -4.624], [0.931, 0.029, -1.670], [-4.071, -0.346, -2.033], [1.872, -2.876, -2.346], [2.730, 2.072, -1.521], [4.232, 1.006, 0.528], [-2.966, 1.055, 1.679], [-1.474, -1.863, 2.537], [-1.064, -0.157, -0.637], [0.743, 0.874, 0.539], [0.124, 0.183, -0.704], [-2.350, 0.776, 2.375], [1.801, 0.600, 0.531], [2.348, 2.473, -2.308], [2.768, -2.259, 3.510], [0.321, 0.405, 1.425], [-0.056, 1.388, 3.003], [1.849, 0.331, -4.861], [5.168, 1.220, 0.518], [-1.528, -2.656, 3.078], [2.767, -3.082, -2.065], [-3.122, 1.992, 1.828], [-0.948, -1.581, -2.472], [-3.236, -2.807, 0.040], [0.571, 1.950, 0.503], [2.516, 0.993, 2.192], [0.932, 0.466, -3.651], [-2.543, -1.966, 1.150], [-0.312, 0.623, 4.300], [-0.692, -2.030, -3.914], [-1.009, -1.212, 3.072], [1.720, -1.973, -2.020], [3.826, 1.629, -0.106], [2.339, 1.161, -1.523], [2.358, 1.844, 3.457], [2.140, -0.869, 3.610]], "lowdin_spin": [3.627, 0.006, 0.008, 0.023, 0.000, 0.000, 0.000, 0.008, -0.001, 0.101, 0.000, 0.001, 0.164, 0.000, 0.000, 0.000, 0.018, 0.001, 0.029, 0.000, 0.004, 0.001, 0.000, 0.000, 0.000, 0.000, 0.000, 0.000, 0.000, 0.000, 0.000, 0.001, 0.000, 0.004, 0.000, 0.000, 0.000, 0.003, 0.000, 0.000, 0.000, 0.000, 0.000, 0.000, 0.000, 0.000]}



2.
{"formula": "C17H16FN3O2S", "method": "wB97M-V/def2-TZVPD", "mol_weight_g_mol": 345.40, "homo_energy_ev": -8.11, "total_energy_ha": -1470.1138, "relative_energy_kcal_mol": 106.9, "smiles": "O=[N+]([O-])c1cccc(C(=S)N2CCN(c3ccccc3F)CC2)c1", "orbital_gap_ev": 7.53, "species": ["S", "F", "O", "O", "N", "N", "N", "C", "C", "C", "C", "C", "C", "C", "C", "C", "C", "C", "C", "C", "C", "C", "C", "C", "H", "H", "H", "H", "H", "H", "H", "H", "H", "H", "H", "H", "H", "H", "H", "H"], "xyz": [[3.080, -1.494, 1.454], [-3.158, 0.198, -0.765], [3.967, -3.210, -3.690], [4.984, -1.699, -4.829], [-1.378, 0.935, 1.400], [4.294, -2.063, -3.901], [0.744, -0.714, 0.499], [-0.462, 0.328, 2.340], [3.819, -1.051, -2.987], [0.105, -0.982, 1.766], [-3.624, 0.428, 0.495], [-0.743, 1.167, 0.127], [-0.155, -0.127, -0.467], [-4.698, 0.800, 2.990], [3.150, -1.441, -1.836], [-2.745, 0.744, 1.537], [-3.339, 0.932, 2.793], [-5.536, 0.489, 1.932], [-4.988, 0.309, 0.676], [4.043, 0.289, -3.279], [2.894, 0.876, -1.256], [2.056, -0.874, 0.317], [2.674, -0.470, -0.964], [3.578, 1.250, -2.400], [-6.599, 0.390, 2.079], [0.368, 0.084, -1.399], [0.078, 1.875, 0.298], [-5.599, 0.060, -0.177], [-5.106, 0.953, 3.976], [3.014, -2.490, -1.625], [0.364, 1.023, 2.529], [-0.964, -0.835, -0.670], [2.544, 1.632, -0.568], [3.748, 2.296, -2.606], [-0.964, 0.113, 3.281], [4.574, 0.553, -4.180], [-1.440, 1.623, -0.573], [0.842, -1.413, 2.445], [-0.710, -1.696, 1.609], [-2.713, 1.209, 3.627]], "lowdin_charge": [0.713, 0.038, 0.089, 0.084, -0.095, -0.362, -0.114, -0.121, -0.136, -0.143, -0.195, -0.126, -0.103, -0.090, 0.051, -0.166, -0.022, -0.093, -0.017, 0.009, -0.024, -0.735, -0.267, -0.048, 0.102, 0.125, 0.125, 0.119, 0.104, 0.130, 0.135, 0.129, 0.119, 0.111, 0.116, 0.119, 0.127, 0.061, 0.140, 0.110]}



3.
{"formula": "C15H21NO4", "method": "wB97M-V/def2-TZVPD", "mol_weight_g_mol": 279.34, "homo_energy_ev": -8.34, "total_energy_ha": -939.8854, "relative_energy_kcal_mol": 41.5, "smiles": "CCCCOCCCNC(=O)c1ccc2c(c1)OCO2", "orbital_gap_ev": 9.05, "species": ["O", "O", "O", "O", "N", "C", "C", "C", "C", "C", "C", "C", "C", "C", "C", "C", "C", "C", "C", "C", "H", "H", "H", "H", "H", "H", "H", "H", "H", "H", "H", "H", "H", "H", "H", "H", "H", "H", "H", "H", "H"], "xyz": [[-5.492, 0.144, -0.166], [3.589, -0.697, -0.574], [-4.776, 2.320, 0.078], [-1.241, -2.831, 0.470], [0.277, -1.482, -0.513], [-3.696, 1.483, 0.089], [4.150, 0.588, -0.706], [-3.244, -0.885, -0.077], [-0.932, -1.738, 0.036], [1.334, -2.465, -0.551], [-5.909, 1.488, -0.074], [6.112, 2.120, -0.274], [-1.460, 0.733, 0.197], [2.975, -0.952, 0.671], [5.448, 0.792, 0.079], [7.401, 2.331, 0.510], [-1.882, -0.581, 0.039], [2.308, -2.325, 0.625], [-4.128, 0.162, -0.058], [-2.364, 1.791, 0.228], [3.077, -3.090, 0.522], [6.329, 2.142, -1.344], [-6.574, 1.611, 0.796], [5.240, 0.769, 1.151], [6.125, -0.033, -0.151], [8.111, 1.535, 0.296], [5.419, 2.938, -0.060], [7.203, 2.333, 1.579], [-2.040, 2.810, 0.358], [4.353, 0.694, -1.776], [-3.564, -1.909, -0.173], [1.774, -2.486, 1.562], [7.860, 3.280, 0.243], [-0.413, 0.955, 0.333], [0.483, -0.566, -0.872], [-6.452, 1.771, -0.989], [3.715, -0.939, 1.484], [2.228, -0.170, 0.886], [1.883, -2.357, -1.488], [3.415, 1.355, -0.413], [0.860, -3.448, -0.507]], "lowdin_charge": [0.041, -0.153, 0.039, 0.068, 0.070, -0.202, -0.232, 0.078, -0.457, -0.175, -0.155, -0.276, -0.037, -0.236, -0.201, -0.117, -0.133, -0.140, -0.187, 0.014, 0.116, 0.109, 0.141, 0.109, 0.123, 0.071, 0.109, 0.071, 0.118, 0.127, 0.133, 0.120, 0.067, 0.103, 0.129, 0.140, 0.119, 0.117, 0.121, 0.125, 0.120]}



4.
{"formula": "C28H47AsClCsF20N5NaO10PSV", "method": "wB97M-V/def2-TZVPD", "mol_weight_g_mol": 1373.92, "homo_energy_ev": -5.80, "total_energy_ha": -8679.0999, "orbital_gap_ev": 1.52, "species": ["Cs", "As", "V", "Cl", "S", "P", "Na", "F", "F", "F", "F", "F", "F", "F", "F", "F", "F", "F", "F", "F", "F", "F", "F", "F", "F", "F", "F", "O", "O", "O", "O", "O", "O", "O", "O", "O", "O", "N", "N", "N", "N", "N", "C", "C", "C", "C", "C", "C", "C", "C", "C", "C", "C", "C", "C", "C", "C", "C", "C", "C", "C", "C", "C", "C", "C", "C", "C", "C", "C", "C", "H", "H", "H", "H", "H", "H", "H", "H", "H", "H", "H", "H", "H", "H", "H", "H", "H", "H", "H", "H", "H", "H", "H", "H", "H", "H", "H", "H", "H", "H", "H", "H", "H", "H", "H", "H", "H", "H", "H", "H", "H", "H", "H", "H", "H", "H", "H"], "xyz": [[1.042, -3.393, -3.488], [-6.365, 4.616, -4.768], [-1.890, 4.032, -6.695], [-1.401, -0.210, 0.313], [-4.535, -5.440, -0.686], [2.559, 2.413, -2.951], [-4.874, 7.081, -7.477], [-4.080, -4.629, 0.703], [-0.269, -1.487, -0.452], [-1.385, -3.461, -2.499], [-7.666, 5.736, -4.228], [-1.196, -4.996, 0.875], [-7.411, 4.055, -6.122], [-5.340, -4.132, -1.360], [-2.903, -2.625, -0.978], [-5.971, -5.856, 0.090], [-5.065, 3.498, -5.309], [-7.037, 3.324, -3.711], [-5.076, -6.363, -2.030], [5.413, -2.135, 1.851], [-3.283, -5.034, -3.018], [-5.692, 5.915, -5.829], [-5.319, 5.180, -3.417], [-2.130, -6.348, -1.510], [0.204, -4.642, -0.956], [-3.868, -6.907, -0.094], [-1.405, -2.269, 1.490], [-2.421, -2.878, 6.493], [0.887, 2.595, -3.348], [-0.497, 3.096, -6.190], [3.728, -0.476, 1.860], [-2.532, -0.835, 4.460], [5.372, -1.889, -1.778], [4.067, -4.905, 4.675], [4.591, -3.453, -3.473], [3.826, -4.865, 2.507], [-3.281, 4.968, -7.197], [3.565, -5.290, 3.629], [2.665, -2.052, -0.466], [3.016, 0.106, -1.542], [4.355, -7.394, -3.397], [2.699, -0.160, 1.067], [2.123, 4.593, 3.180], [-1.686, 4.031, 0.340], [2.317, 3.001, 3.122], [0.989, -2.829, 1.439], [3.360, 4.161, -2.755], [0.831, 3.154, -0.189], [1.527, 1.665, -0.258], [-5.785, 4.119, -0.318], [-4.289, 4.742, -0.068], [-2.122, -3.796, -1.239], [2.385, -3.034, 0.649], [-3.227, 3.522, 0.043], [3.074, 2.354, 1.816], [4.350, -2.680, -2.412], [1.758, 2.163, 4.341], [-2.944, -5.132, -1.594], [-0.348, -2.658, 0.534], [2.808, 1.596, -1.255], [0.991, 2.856, 5.547], [-0.748, 3.118, -0.662], [1.361, 5.298, 4.377], [0.371, 2.011, 6.778], [2.792, -0.698, -0.288], [2.801, -2.706, -1.841], [0.767, 4.439, 5.562], [-0.888, -4.029, -0.144], [2.141, 1.204, 1.196], [2.546, -6.369, 3.720], [-2.546, -1.300, 3.629], [1.193, 1.130, 1.883], [1.371, 3.939, -0.836], [1.903, 1.004, 4.345], [-5.962, 3.259, 0.455], [1.250, 6.457, 4.342], [-3.579, 2.744, 0.837], [-3.990, 5.438, -0.937], [4.568, -6.401, -3.243], [-2.623, -2.434, 5.678], [6.128, -2.466, -1.475], [3.486, -1.079, 2.610], [3.261, -2.938, 1.427], [0.655, 2.530, 7.765], [2.417, -6.645, 4.766], [0.798, 3.581, 0.891], [-5.808, 3.625, -1.361], [4.268, -7.573, -4.403], [0.646, 0.967, -0.591], [5.111, -7.970, -3.011], [-6.611, 4.938, -0.203], [1.055, -1.895, 2.138], [3.438, 4.477, -1.641], [2.242, -0.083, -2.230], [-4.278, 5.305, 0.955], [3.254, 3.271, 1.110], [2.548, 5.243, 2.326], [2.478, -3.826, -1.843], [3.784, 2.019, -0.813], [0.784, 2.575, -4.343], [0.614, 0.882, 6.742], [4.464, 4.007, -3.115], [-1.204, 2.061, -0.626], [-0.901, 3.557, -1.715], [2.130, -2.164, -2.652], [2.830, 4.941, -3.416], [1.615, -5.979, 3.307], [2.429, -4.144, 0.294], [0.830, -3.731, 2.165], [-1.637, 5.152, 0.078], [2.912, -7.217, 3.140], [3.473, -7.630, -2.930], [0.179, 4.935, 6.435], [-0.796, 2.079, 6.697], [-3.216, 2.954, -0.976], [-1.424, 3.840, 1.454], [4.113, 2.041, 2.188]], "lowdin_charge": [1.557, 0.925, 0.796, 0.461, 1.038, 0.921, 0.731, -0.142, -0.389, -0.209, -0.296, 0.079, -0.296, -0.138, 0.094, -0.153, -0.291, -0.296, -0.185, -0.698, 0.035, -0.353, -0.287, 0.036, -0.088, -0.192, -0.133, -0.098, -0.357, -0.760, -0.016, -0.126, 0.071, 0.099, -0.063, 0.021, -0.738, -0.422, -0.009, 0.058, 0.339, -0.089, -0.048, -0.190, -0.151, -0.025, -0.289, -0.128, -0.212, -0.142, -0.266, -0.138, -0.120, -0.234, -0.104, -0.250, 0.005, -0.246, -0.245, -0.399, -0.190, -0.207, -0.073, -0.109, -0.076, -0.339, -0.041, -0.134, -0.205, 0.040, -0.075, 0.159, 0.093, 0.101, 0.072, 0.088, 0.112, 0.099, 0.148, -0.125, 0.156, 0.131, 0.108, 0.076, 0.101, 0.095, 0.057, 0.168, 0.081, 0.170, 0.080, 0.150, 0.034, 0.098, 0.106, 0.113, 0.087, 0.010, 0.137, 0.011, 0.081, 0.048, 0.014, 0.110, -0.141, 0.061, 0.087, 0.128, 0.144, 0.105, 0.095, 0.163, 0.098, 0.095, 0.114, 0.109, 0.127]}